Entry 1:
Below is a 2-piece molecular cluster, C7H11N3 overall, with properties calculated with ωB97M-V/def2-TZVPD.

XYZ file:
```
21
Properties=species:S:1:pos:R:3:forces:R:3:lowdin_charge:R:1
C 3.087124 -0.125253 -0.084597 0.49 -1.25 0.56 -0.10
C 2.509021 1.093471 -0.215809 -1.70 0.59 -0.19 -0.09
C 2.360040 -1.262499 0.415294 1.12 3.90 -1.12 -0.06
C 1.168398 1.235410 0.125732 -0.33 -0.44 -0.42 -0.05
C 1.037874 -1.117573 0.690467 1.05 -0.25 0.17 -0.04
C 0.441246 0.145283 0.544659 1.27 -1.37 -0.85 -0.30
C -2.054467 -1.250525 -0.674641 1.91 -3.89 0.11 -0.09
N -1.498798 2.074747 0.353810 2.60 -1.30 2.59 0.00
N -1.806993 -0.582333 0.551582 -0.57 -1.72 0.79 -0.12
N -0.852789 0.251937 0.835121 -4.69 3.86 1.17 -0.03
H 4.138427 -0.157905 -0.298675 0.35 -0.56 -0.13 0.09
H 2.930079 1.952431 -0.702781 0.78 0.09 0.10 0.10
H 2.938350 -2.086245 0.648787 0.62 -1.93 0.27 0.08
H 0.532554 2.067508 -0.098921 0.83 0.50 -0.38 0.06
H 0.639781 -1.994455 1.130977 -1.37 -0.34 0.28 0.10
H -2.519563 -0.654935 -1.342446 -1.21 2.31 -2.62 0.02
H -1.072690 -1.690273 -1.133878 -1.89 0.67 0.81 0.12
H -2.841792 -2.080748 -0.499165 1.62 0.98 -0.01 0.12
H -2.246421 2.055996 1.098373 1.00 -0.01 -0.76 0.01
H -0.619339 2.510076 0.887679 -2.99 -0.62 -1.03 0.04
H -2.658878 -0.652751 1.109348 1.09 0.79 0.67 0.14
```
Forces are in eV/Å.

Properties
E_LUMO (spin up / spin down): 0.761 / 0.758 eV
relative energy (zero: lowest compared OMol25 entry of this formula, charge and spin): 387.0 kJ/mol
2S+1: 1
HOMO-LUMO gap (spin up / spin down): 8.218 / 8.219 eV



Entry 2:
Below is a 9-piece molecular cluster, C28H72N10O9 overall, with properties calculated with ωB97M-V/def2-TZVPD.

XYZ file:
```
119
Properties=species:S:1:pos:R:3:forces:R:3:lowdin_charge:R:1
C -2.791037 0.678791 3.216176 -0.60 -0.06 0.42 -0.02
C -1.389215 0.215802 3.652237 -1.58 -0.53 -0.61 -0.50
C -1.479336 -1.253961 4.075350 1.53 -0.41 0.39 -0.03
C -0.466719 0.271225 2.426679 0.98 1.09 0.75 -0.12
C 0.167156 1.659173 2.231117 0.05 -0.59 -0.39 -0.17
C 0.845904 2.048851 3.538351 -0.07 0.95 -1.07 -0.15
C -0.182799 2.226085 4.646875 0.51 1.32 0.44 -0.52
C 0.580340 2.590302 5.925308 0.56 -1.59 0.65 -0.04
C -1.072197 3.440698 4.363210 -1.16 0.74 -0.01 -0.03
N -0.882982 0.974357 4.780243 1.57 -0.59 -0.03 -0.11
O -1.608110 0.816807 5.968101 -0.51 0.25 -0.13 0.00
H -3.541182 0.543880 4.003102 0.32 0.05 0.25 0.09
H -2.816237 1.738271 2.967885 0.01 -0.08 -0.30 0.06
H -3.177633 0.067969 2.399173 0.23 0.14 -0.22 0.08
H -0.486724 -1.468594 4.509140 -0.32 0.04 0.46 0.09
H -2.255795 -1.446353 4.809770 -0.09 -0.07 -0.06 0.08
H -1.457578 -2.008202 3.284842 -0.76 0.45 -0.41 0.09
H 0.417283 -0.341081 2.638174 -0.33 -0.56 -0.24 0.11
H -1.022785 -0.087533 1.566121 0.17 -0.20 -0.09 0.10
H 0.902780 1.629615 1.417438 -0.03 -0.17 0.02 0.09
H -0.544160 2.413824 1.889058 -0.10 0.06 0.32 0.09
H 1.359428 2.997207 3.334672 -0.12 0.10 0.40 0.12
H 1.644483 1.357396 3.820190 -0.26 -0.34 0.10 0.12
H 1.318300 1.802509 6.153202 -0.13 -0.01 -0.19 0.09
H -0.068990 2.579189 6.800116 -0.11 0.51 -0.11 0.08
H 1.181432 3.492579 5.850623 -0.41 0.32 -0.17 0.08
H -1.702856 3.338632 3.478849 0.18 -0.05 -0.05 0.05
H -0.563406 4.406768 4.282441 0.52 -0.33 -0.22 0.09
H -1.769987 3.648105 5.184317 0.04 -0.52 0.08 0.09
H -1.111761 0.151790 6.457435 -0.01 0.00 0.02 0.11
C -4.218057 0.913018 -2.826550 -1.02 -0.29 -0.53 -0.03
C -3.352120 1.426590 -1.698298 0.17 0.43 0.55 -0.51
C -3.534165 0.603055 -0.425130 0.50 -0.43 0.00 -0.01
C -1.897489 1.392387 -2.171155 -0.59 -0.41 -1.16 -0.15
C -0.899003 2.076915 -1.285425 -0.23 -0.12 1.17 -0.16
C -1.309746 3.540356 -1.287261 0.83 -0.07 -2.28 -0.14
C -2.768080 3.807424 -0.902519 1.22 0.20 1.83 -0.51
C -2.830157 3.775344 0.635739 -0.67 0.49 0.59 -0.03
C -3.074452 5.215495 -1.395956 -1.49 0.29 -0.67 -0.04
N -3.691339 2.842470 -1.489901 0.40 0.57 -1.50 -0.10
O -4.974850 2.966065 -0.935706 -0.35 -0.07 0.67 -0.01
H -4.150212 1.531764 -3.725717 0.37 0.06 0.10 0.09
H -4.000968 -0.121510 -3.107655 0.24 0.04 0.15 0.08
H -5.285296 0.929630 -2.584193 0.13 0.00 0.32 0.08
H -4.502941 0.772299 0.038716 0.01 0.01 0.02 0.09
H -3.400823 -0.465889 -0.620533 -0.26 0.02 -0.19 0.10
H -2.731580 0.831484 0.275340 -0.23 0.18 0.16 0.04
H -1.690650 0.356860 -2.444881 0.27 -0.05 0.44 0.08
H -1.926488 1.903772 -3.143631 0.26 0.07 0.04 0.13
H -0.954609 1.688243 -0.260651 -0.04 -0.10 -0.10 0.08
H 0.135975 1.894378 -1.575757 -0.02 0.25 -0.29 0.11
H -1.180950 3.836340 -2.347543 -0.39 -0.09 0.01 0.12
H -0.567406 4.226664 -0.874320 -0.43 -0.12 0.99 0.12
H -2.669049 2.791431 1.072797 0.16 -0.05 -0.23 0.04
H -3.819527 4.091281 0.982678 0.01 -0.11 -0.12 0.08
H -2.135424 4.478810 1.103504 0.19 -0.06 -0.24 0.09
H -2.337446 5.991769 -1.202236 0.33 -0.32 0.21 0.09
H -4.023553 5.602615 -1.000474 0.13 -0.16 0.23 0.08
H -3.255946 5.169299 -2.475733 0.33 0.01 -0.01 0.09
H -5.443235 3.627836 -1.454627 0.16 -0.09 -0.27 0.11
N 2.280892 1.282765 -4.703986 0.10 -0.22 -0.35 0.19
C 1.128014 0.572414 -4.722128 -0.93 0.62 0.06 -0.67
N 0.526735 0.472688 -5.951961 0.51 0.02 0.22 0.17
O 0.579421 0.104678 -3.727838 0.47 -0.19 -0.07 0.00
H 2.800692 1.429088 -3.856949 -0.18 -0.06 0.18 0.11
H 2.545325 1.773483 -5.538133 0.21 0.09 0.13 0.10
H -0.394049 0.076022 -5.983140 0.02 -0.11 -0.09 0.10
H 1.041587 0.654590 -6.793620 -0.21 0.02 -0.12 0.10
N 0.025581 -1.613412 -1.494421 -0.40 0.39 0.22 0.19
C 0.625435 -1.823297 -0.288348 0.88 -1.86 0.17 -0.63
N 1.915264 -1.397864 -0.198411 -0.61 0.62 -0.57 0.18
O 0.158574 -2.573754 0.573729 -0.49 0.73 0.10 0.00
H 0.257472 -0.813256 -2.071156 0.07 -0.12 0.20 0.04
H -0.930104 -1.930248 -1.546567 0.04 -0.13 -0.04 0.10
H 2.416757 -1.413539 0.667878 0.15 -0.28 -0.05 0.07
H 2.318164 -1.007804 -1.028847 0.30 0.43 0.33 0.06
N 3.860959 1.168156 1.296336 0.24 -0.01 -0.29 0.17
C 3.938786 1.619710 0.006620 -0.50 0.13 0.40 -0.68
N 5.150342 2.110696 -0.363580 0.48 0.06 0.06 0.16
O 2.968101 1.604163 -0.733189 0.03 -0.09 -0.50 0.00
H 2.950175 0.895490 1.619478 -0.01 0.06 0.10 0.07
H 4.594385 1.360762 1.951893 -0.11 -0.07 0.16 0.10
H 5.282394 2.476778 -1.285923 -0.16 -0.04 -0.06 0.10
H 5.947073 2.071780 0.243824 0.02 -0.03 -0.02 0.10
N 3.200169 -2.053894 -3.298669 -0.19 0.13 -0.42 0.16
C 3.376693 -2.777380 -4.467047 -0.75 0.27 0.48 -0.66
N 2.463851 -2.392468 -5.427604 0.28 -0.27 -0.04 0.16
O 4.153862 -3.693829 -4.599442 0.34 0.09 -0.15 0.04
H 2.409987 -1.426178 -3.275986 0.17 0.06 0.22 0.05
H 3.954506 -1.908421 -2.656025 0.12 -0.22 -0.01 0.09
H 1.963836 -1.525943 -5.359086 -0.04 -0.17 -0.09 0.04
H 2.435388 -2.914010 -6.283080 0.03 -0.01 -0.03 0.10
C -2.218363 -3.822407 -5.512667 0.84 -0.39 -0.02 -0.08
C -1.293339 -2.885408 -4.733515 0.08 0.05 -1.24 -0.33
O -2.018576 -2.148866 -3.780721 -0.28 0.07 0.45 -0.08
H -3.233868 -3.452987 -5.611164 -0.05 0.04 0.17 0.07
H -2.171867 -4.818212 -5.071819 -0.53 0.04 0.13 0.07
H -1.796619 -3.951271 -6.513721 -0.12 0.05 -0.04 0.07
H -0.835614 -2.213925 -5.474577 -0.01 0.18 0.19 0.08
H -0.460914 -3.469745 -4.331229 -0.07 0.14 0.43 0.11
H -1.595725 -1.298137 -3.627558 0.22 -0.06 -0.11 0.03
C 0.761389 -5.831384 3.313663 0.56 0.21 0.06 -0.09
C 1.008278 -5.843909 1.818469 -0.44 0.50 -0.72 -0.32
O -0.159824 -5.387748 1.121765 0.58 -0.04 0.22 -0.10
H -0.250373 -6.184297 3.497798 0.13 -0.36 0.22 0.07
H 0.828932 -4.824301 3.734953 -0.13 0.12 -0.28 0.06
H 1.544442 -6.390561 3.835254 -0.33 -0.32 0.07 0.07
H 1.241922 -6.824031 1.398127 -0.11 -0.20 0.40 0.10
H 1.856674 -5.205445 1.538359 0.02 0.01 0.18 0.09
H -0.042754 -4.433049 1.020755 -0.31 0.19 -0.21 0.02
C 4.475886 -2.381585 3.125083 -0.10 0.76 0.12 -0.09
C 4.791738 -3.289215 1.972874 0.25 -0.77 -0.40 -0.32
O 4.431751 -2.604063 0.778881 0.21 0.43 -0.02 -0.10
H 3.415962 -2.118302 3.162001 -0.08 -0.42 0.17 0.07
H 4.966478 -1.411631 2.985969 0.22 -0.17 -0.16 0.06
H 4.833036 -2.758885 4.081784 -0.22 -0.22 0.00 0.08
H 4.284672 -4.260633 1.991261 -0.35 0.21 0.37 0.11
H 5.853537 -3.574074 1.992176 0.06 0.38 -0.18 0.11
H 4.300833 -3.204216 0.040101 0.00 -0.22 0.15 0.08
```
Forces are in eV/Å.

Properties
E_LUMO: -0.022 eV
2S+1: 1
SMILES string: CC1(C)CCCC(C)(C)N1O.CC1(C)CCCC(C)(C)N1O.NC(N)=O.NC(N)=O.NC(N)=O.NC(N)=O.CCO.CCO.CCO
HOMO-LUMO gap: 7.861 eV



The evaluated M for the records listed, in turn: 137.2 692.9 g/mol.
The evaluated F_max for the records listed, in turn: 6.2 2.4 eV Å⁻¹.
The evaluated DFT total energy for the records listed, in turn: -437.4153 -2334.8098 hartree.